1.
Below is 2 unconnected molecules or ions with the total composition C4H10OS at a distorted geometry, with properties calculated with wB97M-V/def2-TZVPD.

```
! wB97M-V def2-TZVPD RIJCOSX def2/J DEFGRID3
* xyz 0 1
H 0.6082 4.2210 -0.0526
H -1.5683 -5.1453 1.3134
H 2.4378 3.4776 -1.6219
H -0.9751 1.3481 -1.1166
H 1.1218 3.8122 -2.4384
H 1.7249 2.9450 0.5189
C -1.1424 -4.3737 1.9895
H -0.5970 -2.3780 1.7602
O -1.6645 -3.3152 0.0928
H -0.8136 -4.5645 2.9311
H 1.4331 2.1689 -2.1712
C -1.1349 -3.2640 1.3112
H -0.9734 -3.3243 -0.6290
C 0.8254 3.1621 -0.2532
C 1.4539 3.1203 -1.6650
S -0.7362 2.1099 0.0309
*
```

The LUMO energy comes out at 0.72 eV. Its HOMO-LUMO gap is 9.84 eV. For the HOMO energy, the calculation gives -9.120 eV. The value obtained for the total energy is -631.731898 Eh. The calculation puts the relative energy (zero: lowest compared OMol25 entry of this formula, charge and spin) at 2.525 eV.

=====

2.
Below is C5H12NO2P in the gas phase at a distorted geometry, with properties calculated with wB97M-V/def2-TZVPD.

```
! wB97M-V def2-TZVPD RIJCOSX def2/J DEFGRID3
* xyz 0 1
H -0.6598 0.3706 -1.7360
H -1.0479 2.4545 -0.0248
H 1.2696 1.8871 1.3455
C -0.7250 1.6547 0.6687
H -1.5253 -1.4905 -2.8976
P -1.5637 0.1003 0.2118
C 1.0528 -0.1930 1.0288
H 2.6375 -1.6030 0.9346
H 1.2248 1.5237 -0.2698
H -2.6119 -1.5908 -1.4586
C 2.4055 -0.6219 0.5628
C 0.7806 1.2948 0.6627
H 0.8580 -0.2306 2.1999
N -1.5158 0.0078 -1.4603
H -0.9327 1.9257 1.6442
H -0.9949 -1.9822 -1.3076
O -2.7457 -0.3033 0.9410
H 3.2742 -0.0739 0.8609
H 2.4978 -0.7787 -0.5431
C -1.6985 -1.3437 -1.8571
O 0.0205 -1.0079 0.4942
*
```

The LUMO energy comes out at 0.79 eV. Its HOMO-LUMO gap is 10.34 eV. For the HOMO energy, the calculation gives -9.553 eV. The value obtained for the total energy is -744.315252 Eh. The calculation puts the relative energy (zero: lowest compared OMol25 entry of this formula, charge and spin) at 0.219 eV.

=====

3.
Below is 3 unconnected molecules or ions with the total composition C28H30N2O2 at a distorted geometry, with properties calculated with wB97M-V/def2-TZVPD.

```
! wB97M-V def2-TZVPD RIJCOSX def2/J DEFGRID3
* xyz 0 1
H -0.3484 0.7809 0.4680
H 2.7053 0.9252 -0.0724
C 4.7618 -1.4528 2.3329
C 2.7041 -2.2892 3.2873
H 4.0283 0.2043 -1.5641
H -1.2501 3.7182 -5.4902
C 4.4629 -2.9869 -2.7257
C 1.7019 0.4874 -0.1515
H 2.9326 -4.5171 -2.7364
C 2.4735 -1.3047 -1.6393
C 2.8767 0.0314 2.6615
C -0.1478 2.0652 2.7071
H 4.7976 0.6810 1.9182
C -2.4600 4.8878 0.4165
H -3.0530 5.5744 -0.1945
H -1.3111 0.7761 -6.0017
C -0.3771 3.7178 0.8032
C 0.7086 0.8935 0.7574
H 4.4223 -3.5220 2.8733
H -0.6727 5.0814 -0.8158
O 0.8375 4.6018 -5.0044
C 4.2068 -0.1696 2.2778
H 0.9549 0.1760 -5.2623
H 1.0776 -0.8495 3.4277
C 3.8040 -0.8422 -1.8052
N 0.9431 1.4517 1.9526
C -1.1373 4.6086 0.0496
H 0.3837 -0.6121 -1.4762
H 1.5709 1.8218 -5.6314
H 2.9575 2.0873 2.0522
H 0.6518 3.4920 0.5196
H -4.0255 4.5472 1.8747
H 1.1501 -3.0096 -1.8169
H 0.9912 1.3150 -2.9868
C -0.6056 1.6277 -5.9320
H -0.9671 3.0186 -2.8026
N 0.4449 1.6530 -3.7930
H -0.4463 1.9124 -6.9723
H -2.6558 2.9141 3.2094
C -2.2385 3.3888 2.3142
C -0.4816 2.6232 -3.7560
C 2.1720 -2.6472 -1.9811
H -0.8375 1.2803 3.0375
O 0.8360 4.5929 -2.6449
C -1.2734 2.7101 -5.0496
C 2.1181 -1.0305 3.1583
C 2.2730 1.4133 2.5956
C 0.7112 1.2465 -5.2036
H 5.7895 -1.6172 2.0082
H 2.1448 1.8218 3.6124
C 4.0011 -2.5149 2.8357
H 2.1330 -3.0843 3.7590
C 0.7050 4.4262 -3.8367
C 3.1695 -3.4804 -2.4931
C 4.7815 -1.6746 -2.3409
H -2.3397 2.5067 -4.8555
H 5.2337 -3.6281 -3.1555
C -0.9360 3.0718 1.9101
C -3.0050 4.2940 1.5643
C 1.4224 -0.4219 -1.1734
H 5.7861 -1.2838 -2.4872
H 0.2436 2.5423 3.6138
*
```

The LUMO energy comes out at -1.43 eV. Its HOMO-LUMO gap is 3.01 eV. For the HOMO energy, the calculation gives -4.446 eV. The value obtained for the total energy is -1344.783103 Eh. The calculation puts the relative energy (zero: lowest compared OMol25 entry of this formula, charge and spin) at 6.272 eV.

=====

4.
Below is a gas-phase ion, C4H6IN2 (charge +1) at a distorted geometry, with properties calculated with wB97M-V/def2-TZVPD.

```
! wB97M-V def2-TZVPD RIJCOSX def2/J DEFGRID3
* xyz 1 1
C -0.9523 1.1621 0.6242
H 0.5407 -1.8024 -0.0484
H 0.5805 2.1366 -0.8971
N -2.1628 1.1983 1.0167
H -1.1163 2.9451 2.0897
C -1.2862 2.5568 1.0899
N -0.0700 0.2951 -0.1205
C -0.3621 -1.1125 0.0206
H 1.0814 0.4985 -1.8409
C 0.6817 0.9742 -0.9362
I -1.9741 4.4483 -0.1309
H -1.2193 -1.4217 -0.5506
H -0.6408 -1.1060 1.0609
*
```

The LUMO energy comes out at -6.20 eV. Its HOMO-LUMO gap is 7.07 eV. For the HOMO energy, the calculation gives -13.265 eV. The value obtained for the total energy is -562.798577 Eh. The calculation puts the relative energy (zero: lowest compared OMol25 entry of this formula, charge and spin) at 4.669 eV.

=====

Which value of relative energy (zero: lowest compared OMol25 entry of this formula, charge and spin) does entry 1 give? 2.525 eV

=====

Among the records above, which one has the highest HOMO-LUMO gap? C5H12NO2P

=====

Number 2 is which compound? C5H12NO2P